[1]
DFT (wB97M-V/def2-TZVPD) results for C18H21NO4S2 in the gas phase.

ORCA input file:
```
! wB97M-V def2-TZVPD RIJCOSX def2/J DEFGRID3
* xyz 0 1
C -4.6522 -0.0238 3.0538
C -3.9109 -0.3175 1.7846
C -4.2596 0.2919 0.5857
C -3.5679 0.0196 -0.5765
C -2.5009 -0.8743 -0.5636
O -1.8715 -1.0629 -1.7709
C -0.8650 -2.0418 -1.8620
C 0.4425 -1.7702 -1.1051
O 0.9206 -2.6542 -0.4156
N 1.0563 -0.5807 -1.2751
C 0.5567 0.5231 -2.0819
C 0.3974 1.7654 -1.2648
C 1.0403 2.9557 -1.4160
C 0.6709 3.9108 -0.4429
C -0.2379 3.4253 0.4381
S -0.6758 1.7982 0.0978
C 2.3097 -0.3164 -0.5749
C 3.4432 -1.2782 -0.9704
C 4.6642 -0.8686 -0.1711
S 3.9624 -0.1590 1.3681
O 4.3423 -0.9262 2.5193
O 4.2451 1.2512 1.3925
C 2.2090 -0.3883 0.9379
C -2.1388 -1.4894 0.6263
C -2.8453 -1.2062 1.7824
H -5.5355 0.5786 2.8579
H -4.0114 0.5189 3.7484
H -4.9599 -0.9482 3.5397
H -5.0855 0.9878 0.5586
H -3.8370 0.4906 -1.5089
H -1.2296 -3.0149 -1.5094
H -0.6363 -2.1250 -2.9306
H -0.4014 0.2439 -2.5192
H 1.2695 0.7221 -2.8924
H 1.7510 3.1511 -2.1996
H 1.0723 4.9067 -0.4023
H -0.6860 3.9219 1.2753
H 2.6108 0.7035 -0.8366
H 3.1402 -2.2941 -0.7161
H 3.6270 -1.2301 -2.0451
H 5.3118 -1.6968 0.0930
H 5.2343 -0.0736 -0.6427
H 1.6222 0.4113 1.3763
H 1.8796 -1.3631 1.2825
H -1.3151 -2.1831 0.6718
H -2.5557 -1.6908 2.7035
*
```

The SMILES is Cc1ccc(OCC(=O)N(Cc2cccs2)[C@@H]2CCS(=O)(=O)C2)cc1. As for the HOMO-LUMO gap: 9.1 eV. The highest occupied orbital energy is -8.597 eV.

[2]
DFT (wB97M-V/def2-TZVPD) results for a molecular structure, C18H22AsBCl5LiO2Si2.

ORCA input file:
```
! wB97M-V def2-TZVPD RIJCOSX def2/J DEFGRID3
* xyz -2 1
Li -0.6179 -0.0785 0.3462
Cl 2.2306 -0.5180 0.4447
C 1.6539 -0.3256 2.0974
C 0.2812 -0.2364 2.2765
C -0.1093 -0.0879 3.5942
Cl -1.8348 0.0304 3.9477
C 0.7753 -0.0130 4.6707
Cl 0.2102 0.1909 6.3051
C 2.1452 -0.1051 4.4307
Cl 3.2784 -0.0214 5.7423
C 2.5935 -0.2696 3.1223
Cl 4.2986 -0.4042 2.8044
O -3.4083 -0.6835 -1.6955
B -2.3333 -0.7273 -0.7239
O -2.9932 -0.4212 0.5381
C -4.3121 -0.1925 0.3014
C -5.3107 0.1433 1.1870
C -6.5992 0.3197 0.6679
C -6.8521 0.1569 -0.6890
C -5.8254 -0.1878 -1.5772
C -4.5623 -0.3561 -1.0552
H -5.0945 0.2752 2.2393
H -7.4079 0.5935 1.3350
H -7.8565 0.3065 -1.0666
H -6.0081 -0.3094 -2.6379
C -1.9615 5.4092 0.3390
Si -1.5251 3.9894 -0.8432
C -3.1386 3.0492 -1.0997
C -1.2129 4.8643 -2.5001
As 0.1235 2.5418 -0.2166
Si 1.5528 4.0363 0.7325
C 3.2226 3.2072 1.0348
C 1.0711 4.7256 2.4293
C 1.9334 5.5784 -0.3097
H -2.8100 5.9874 -0.0458
H -1.1172 6.0927 0.4730
H -2.2265 5.0151 1.3246
H -3.9265 3.7133 -1.4738
H -3.4832 2.5960 -0.1651
H -2.9998 2.2358 -1.8198
H -2.0597 5.4963 -2.7980
H -1.0434 4.1160 -3.2801
H -0.3151 5.4879 -2.4449
H 3.1231 2.4044 1.7746
H 3.9565 3.9295 1.4110
H 3.6111 2.7556 0.1176
H 0.9190 3.9001 3.1317
H 0.1313 5.2811 2.3714
H 1.8453 5.3900 2.8332
H 2.2726 5.2846 -1.3074
H 2.7083 6.1981 0.1587
H 1.0363 6.1935 -0.4364
*
```

As for the HOMO-LUMO gap: 5.1 eV. The highest occupied orbital energy is -0.783 eV.

[3]
DFT (wB97M-V/def2-TZVPD) results for a molecular structure, C18H22BBr47FNO5S.

ORCA input file:
```
! wB97M-V def2-TZVPD RIJCOSX def2/J DEFGRID3
* xyz 0 1
C 0.3189 2.4432 0.5181
C 1.0607 0.9813 0.5046
Br 2.8949 1.0559 -0.3137
C 1.0458 0.2157 1.9916
Br 0.9850 -1.7495 1.5816
N 2.2201 0.6519 2.8389
O 2.0557 1.8848 3.3609
B 3.1924 2.7788 3.0251
O 4.4870 2.3596 2.4507
O 2.9923 4.2364 3.2957
S 2.4984 -0.3902 4.2120
O 3.5396 -1.4882 3.7608
O 1.2208 -0.9855 4.8546
F 3.3127 0.4679 5.5013
H 0.7351 3.1884 1.3327
H -0.8634 2.3755 0.6634
H 0.5475 2.9671 -0.5296
H 0.4074 0.2752 -0.2025
H 0.0658 0.6005 2.5440
H 4.9910 1.7377 3.0780
H 2.7548 4.6275 2.3856
C -1.6675 0.5259 -3.1727
Br 0.2704 0.5097 -3.3406
Br -2.2655 -0.4410 -1.5943
Br -2.3839 2.3336 -3.2289
H -2.0683 -0.0040 -4.0432
C 4.4371 2.5959 -3.8710
Br 5.2961 4.2898 -4.2915
Br 3.9603 1.6076 -5.4773
Br 5.5092 1.5234 -2.6527
H 3.5024 2.8317 -3.3515
C -2.0741 3.0000 3.9016
Br -1.9904 1.0654 4.0870
Br -0.3114 3.8150 4.0148
Br -3.0152 3.5321 2.2843
H -2.6559 3.3775 4.7490
C -1.4799 -1.7369 7.5298
Br -1.1682 -2.8002 9.1287
Br -2.2970 -2.7864 6.1103
Br -2.5002 -0.1269 7.9188
H -0.4995 -1.4137 7.1647
C -5.1806 -2.4714 0.7730
Br -3.2484 -2.2934 0.9099
Br -6.0500 -2.2759 2.5021
Br -5.9270 -1.2600 -0.5536
H -5.3841 -3.4900 0.4262
C -6.9852 -6.3219 3.1115
Br -5.4341 -5.8809 2.0235
Br -6.9571 -5.3950 4.8215
Br -8.6509 -6.0216 2.1526
H -6.9296 -7.3939 3.3279
C 4.1606 5.6488 -8.2030
Br 4.6157 7.0125 -9.5134
Br 2.6147 6.1564 -7.1370
Br 3.9297 3.9017 -9.0268
H 5.0100 5.5688 -7.5166
C -2.3379 -8.2723 0.6043
Br -2.1006 -6.3826 0.2080
Br -4.2001 -8.8148 0.4559
Br -1.1698 -9.3908 -0.4768
H -2.0443 -8.4193 1.6489
C -4.2124 2.2202 -6.9809
Br -2.3176 2.6563 -7.0415
Br -5.0326 2.3100 -8.7425
Br -4.5334 0.5058 -6.1195
H -4.6967 2.9839 -6.3635
C 4.0550 5.9329 6.8115
Br 2.5329 5.0286 6.0056
Br 5.6537 5.7772 5.7143
Br 3.6507 7.7863 7.2427
H 4.2656 5.4232 7.7575
C 8.7940 3.0979 -5.4554
Br 8.8777 1.1633 -5.2701
Br 10.5566 3.9130 -5.3422
Br 7.8529 3.6301 -7.0727
H 8.2122 3.4754 -4.6081
C 6.8523 -0.3503 4.8891
Br 6.3223 0.4757 3.2095
Br 8.0108 -1.8871 4.6061
Br 7.6453 0.9388 6.1112
H 5.9387 -0.7219 5.3649
C -10.3107 -7.1200 5.6521
Br -11.7437 -5.9936 4.9725
Br -10.3061 -7.1915 7.5960
Br -10.3508 -8.8974 4.8624
H -9.3671 -6.6558 5.3470
C -8.8765 -6.2202 -1.9865
Br -10.4772 -7.1271 -1.3544
Br -7.2571 -7.1685 -1.4742
Br -8.9435 -5.8841 -3.9014
H -8.8455 -5.2440 -1.4914
C 6.5749 3.7076 -12.4527
Br 7.4609 3.4697 -10.7374
Br 5.5030 5.3303 -12.4950
Br 7.8335 3.6326 -13.9341
H 5.8855 2.8657 -12.5760
*
```

As for the HOMO-LUMO gap: 8.6 eV. The highest occupied orbital energy is -10.078 eV.

[4]
DFT (wB97M-V/def2-TZVPD) results for a molecular structure, C18H22Br2Cl2N2S2Ti.

ORCA input file:
```
! wB97M-V def2-TZVPD RIJCOSX def2/J DEFGRID3
* xyz 0 3
Ti -0.2326 -0.3230 0.7229
C 0.8053 1.3999 3.1859
N -0.4366 0.8387 2.5901
C -1.0901 -0.0871 3.5362
C -0.3334 -1.4035 3.5667
N -0.4045 -2.1139 2.2596
C -1.6988 -2.8212 2.1680
C 0.7291 -3.0309 2.1593
C 0.6560 -4.3392 2.6215
C 1.7621 -5.1728 2.5582
C 2.9549 -4.6935 2.0392
C 3.0322 -3.3905 1.5796
C 1.9250 -2.5440 1.6261
S 2.0638 -0.9026 0.9970
C -1.2593 1.9658 2.1576
C -2.2716 2.4838 2.9487
C -2.9956 3.5833 2.5118
C -2.6888 4.1654 1.2909
C -1.6728 3.6470 0.5040
C -0.9430 2.5359 0.9186
S 0.3115 1.8301 -0.1153
H 1.2870 2.0373 2.4498
H 1.4974 0.6050 3.4446
H 0.5391 1.9837 4.0718
H -2.1184 -0.2361 3.2040
H -1.1168 0.3372 4.5458
H -0.7347 -2.0480 4.3567
H 0.7173 -1.2303 3.7917
H -1.8395 -3.4993 3.0135
H -1.7415 -3.3765 1.2346
H -2.5087 -2.0992 2.1645
H -0.2650 -4.7289 3.0302
H 1.6864 -6.1918 2.9134
H 3.8236 -5.3366 1.9832
H 3.9540 -3.0099 1.1591
H -2.5049 2.0353 3.9055
H -3.7921 3.9817 3.1257
H -3.2494 5.0238 0.9442
H -1.4415 4.0891 -0.4563
Br 0.6577 0.6051 -3.8396
C -1.1128 0.6720 -3.3234
Br -2.5835 -0.4968 -0.0800
H -1.8515 0.3510 -4.0378
H -1.3323 1.1166 -2.3672
Cl 0.3476 -2.2173 -1.3127
C -0.9417 -2.8537 -2.3612
Cl -2.1085 -3.8714 -1.5169
H -0.4509 -3.4727 -3.1023
H -1.4516 -2.0054 -2.8042
*
```

As for the HOMO-LUMO gap (alpha / beta): 8.1 / 8.0 eV. The highest occupied orbital energy (alpha / beta) is -7.873 / -7.929 eV.